Molecular formula: C6H10N
Method: DFT, wB97M-V/def2-TZVPD

Summary:
HOMO   -15.30 eV
Relative energy (zero: lowest compared OMol25 entry of this formula, charge and spin)   2.104 eV
Frontier orbital gap   10.8 eV
Total charge   +1

```
17
Properties=species:S:1:pos:R:3:forces:R:3
C 1.723 0.604 -0.271 -0.25 -1.33 0.98
C -0.891 -0.006 -0.051 3.28 -1.45 -1.97
C 1.520 -0.630 0.586 -0.98 0.98 -0.50
C 0.084 -1.045 0.374 -0.33 1.88 -0.37
C -1.853 0.898 0.449 0.00 1.54 1.99
C -0.662 -1.209 -0.946 -0.94 -0.58 0.26
N 0.697 1.230 -0.651 -0.51 0.57 -0.98
H 2.773 0.759 -0.307 0.81 1.44 -0.86
H 2.123 -1.491 0.330 0.76 0.23 0.13
H 1.733 -0.206 1.614 -0.24 -1.00 -0.77
H -0.239 -1.613 1.181 -0.96 -1.27 1.20
H -2.817 0.760 0.012 -0.93 -0.48 0.39
H -1.628 1.924 0.165 0.24 0.04 -0.20
H -1.688 0.927 1.566 -1.15 -0.10 -0.96
H -1.436 -2.091 -0.947 1.38 2.09 -0.12
H -0.181 -0.982 -1.911 -0.23 -0.39 0.56
H 0.741 2.173 -1.192 0.05 -2.17 1.22
```
Forces are in eV/Å.